C3H5Cl2O3P | ωB97M-V/def2-TZVPD

Geometry (Å):
1 C 0.307 -1.364 -0.817
2 H -0.442 -0.338 1.358
3 C 1.298 -1.943 -0.505
4 H -0.967 1.449 1.774
5 H -0.655 -0.870 -0.797
6 C -1.331 0.496 1.390
7 O -1.175 1.433 -1.251
8 O -2.709 -0.606 -0.842
9 P -2.379 0.724 -0.193
10 Cl 12.677 0.087 -0.320
11 O -3.470 1.675 -0.052
12 H -1.982 0.152 2.151
13 Cl 2.587 -2.797 -0.015
14 H -1.757 1.902 -1.881

As for the total charge: -2. The calculation puts the lowest unoccupied orbital energy at 4.28 eV. The value obtained for the max |F| is 3.58 eV/A. For the gap between HOMO and LUMO, the calculation gives 6.629 eV. As for the total energy: -43670.7755 eV. For the energy above the lowest of the compared OMol25 structures with the same formula, charge and spin, the calculation gives 1.568 eV.